[1]
Entry from the OMol25 dataset: one molecule with the formula C7H12O in a non-equilibrium geometry (ωB97M-V with the def2-TZVPD basis set).

Frontier orbital gap ... 8.52 eV
LUMO level ... 0.86 eV
HOMO level ... -7.66 eV
Charge ... 0
SMILES ... C=CC/C(C)=C(/C)O

The geometry in XYZ format:
```
20
Properties=species:S:1:pos:R:3:nbo_charge:R:1
C -2.187 0.575 0.905 -0.44
C -1.132 1.363 0.548 -0.14
C 0.250 1.130 1.121 -0.48
C 0.598 -0.082 0.293 -0.08
C 0.668 -1.400 1.018 -0.63
C 0.623 0.069 -1.066 0.32
C 0.511 -1.076 -2.028 -0.67
O 0.965 1.264 -1.683 -0.70
H -3.179 0.769 0.513 0.20
H -2.107 -0.174 1.685 0.19
H -1.269 2.238 -0.089 0.21
H 0.903 1.981 0.910 0.21
H 0.223 0.915 2.193 0.22
H 0.584 -2.263 0.355 0.22
H -0.115 -1.490 1.773 0.21
H 1.638 -1.464 1.529 0.22
H 1.446 -1.638 -2.102 0.22
H 0.270 -0.706 -3.030 0.23
H -0.293 -1.751 -1.717 0.22
H 1.604 1.740 -1.130 0.48
```

=====

[2]
Entry from the OMol25 dataset: a 2-piece molecular cluster, C7H12O overall (ωB97M-V with the def2-TZVPD basis set).

Frontier orbital gap ... 9.51 eV
LUMO level ... 0.83 eV
HOMO level ... -8.68 eV
Charge ... 0
SMILES ... C=CC=C.C=COC

The geometry in XYZ format:
```
20
Properties=species:S:1:pos:R:3:nbo_charge:R:1
C -2.418 -0.664 -0.834 -0.35
C -1.837 0.509 -1.045 -0.23
C -0.482 0.722 -1.530 -0.22
C 0.358 -0.217 -1.947 -0.38
H -1.909 -1.594 -1.001 0.19
H -3.430 -0.735 -0.473 0.20
H -2.396 1.416 -0.848 0.20
H -0.159 1.756 -1.543 0.21
H 1.346 0.027 -2.302 0.20
H 0.092 -1.261 -1.968 0.19
C 1.070 1.462 1.493 -0.56
C 0.146 0.517 1.570 0.17
O 0.289 -0.818 1.416 -0.50
C 1.583 -1.299 1.130 -0.26
H 0.801 2.489 1.653 0.21
H 2.101 1.264 1.277 0.20
H -0.886 0.745 1.790 0.19
H 1.493 -2.381 1.046 0.20
H 2.287 -1.052 1.933 0.18
H 1.950 -0.886 0.183 0.18
```

=====

[3]
Entry from the OMol25 dataset: one molecule with the formula C7H12O in a non-equilibrium geometry (ωB97M-V with the def2-TZVPD basis set).

Frontier orbital gap ... 9.53 eV
LUMO level ... 0.93 eV
HOMO level ... -8.60 eV
Charge ... 0
SMILES ... CC1(O)C[C@H]2C[C@@H]2C1

The geometry in XYZ format:
```
20
Properties=species:S:1:pos:R:3:nbo_charge:R:1
C 2.036 0.680 0.845 -0.69
C 0.969 0.103 -0.061 0.33
O 1.661 -0.688 -1.053 -0.75
C -0.151 1.076 -0.677 -0.44
C -1.356 0.762 0.191 -0.24
C -2.510 -0.033 -0.126 -0.36
C -1.256 -0.751 0.173 -0.24
C 0.099 -1.128 0.809 -0.42
H 1.714 1.557 1.479 0.25
H 2.677 -0.141 0.910 0.25
H 2.551 1.231 -0.015 0.22
H 1.070 -1.433 -1.347 0.47
H -0.345 0.816 -1.630 0.21
H 0.059 2.196 -0.636 0.21
H -1.424 1.301 1.192 0.21
H -3.025 -0.253 -1.019 0.23
H -3.222 0.218 0.801 0.21
H -0.737 -0.955 -0.863 0.15
H 0.123 -1.111 1.949 0.20
H 0.287 -2.178 0.682 0.21
```

=====

[4]
Entry from the OMol25 dataset: one molecule with the formula C7H12O in a non-equilibrium geometry (ωB97M-V with the def2-TZVPD basis set).

Frontier orbital gap ... 4.92 eV
LUMO level ... -1.86 eV
HOMO level ... -6.78 eV
Charge ... 0

The geometry in XYZ format:
```
20
Properties=species:S:1:pos:R:3:nbo_charge:R:1
O 1.685 1.004 1.264 -0.76
C 2.499 0.451 0.034 -0.18
C 1.693 0.360 -1.162 -0.21
C 0.475 -0.449 -1.282 -0.52
C -0.835 0.221 -0.793 -0.02
C -2.998 0.143 0.338 -0.31
C -1.708 -0.323 0.141 -0.11
C -1.149 -1.418 1.027 -0.66
H 3.197 1.310 -0.039 0.21
H 2.877 -0.425 0.532 0.20
H 1.684 1.251 -1.799 0.19
H 0.560 -1.366 -0.698 0.23
H 0.275 -0.810 -2.295 0.19
H -0.932 1.250 -1.154 0.20
H 0.929 1.307 0.740 0.45
H -3.679 -0.323 1.028 0.21
H -3.290 1.032 -0.219 0.20
H -1.769 -1.720 1.883 0.22
H -1.105 -2.356 0.434 0.22
H -0.180 -1.069 1.417 0.24
```

=====

[5]
Entry from the OMol25 dataset: C7H12O as an isolated structure in a non-equilibrium geometry (ωB97M-V with the def2-TZVPD basis set).

Frontier orbital gap ... 9.01 eV
LUMO level ... 0.62 eV
HOMO level ... -8.38 eV
Charge ... 0

The geometry in XYZ format:
```
20
Properties=species:S:1:pos:R:3:nbo_charge:R:1
C -1.631 -1.123 0.704 -0.62
C -2.396 0.160 0.334 -0.37
C -1.550 0.937 -0.736 -0.43
C 3.103 -0.931 -0.243 -0.47
C 2.267 -0.003 0.168 0.27
O 2.437 0.861 1.279 -0.68
C 1.062 0.329 -0.659 -0.29
C -0.121 1.001 -0.174 -0.25
H -0.836 -1.045 1.487 0.22
H -1.093 -1.362 -0.268 0.20
H -2.276 -2.041 0.982 0.21
H -3.293 -0.144 -0.278 0.20
H -2.710 0.670 1.136 0.20
H -1.970 1.919 -0.894 0.23
H -1.602 0.384 -1.611 0.20
H 2.877 -1.452 -1.149 0.21
H 4.021 -1.175 0.293 0.22
H 1.668 1.403 1.309 0.47
H 1.171 0.077 -1.712 0.20
H 0.870 1.535 0.033 0.27
```

=====

[6]
Entry from the OMol25 dataset: one molecule with the formula C7H12O in a non-equilibrium geometry (ωB97M-V with the def2-TZVPD basis set).

Frontier orbital gap ... 8.79 eV
LUMO level ... 1.03 eV
HOMO level ... -7.76 eV
Charge ... 0
SMILES ... CC(C)C1=COCC1

The geometry in XYZ format:
```
20
Properties=species:S:1:pos:R:3:nbo_charge:R:1
C -1.594 1.066 -0.563 -0.62
C -1.105 -0.029 0.460 -0.23
C -1.824 -1.436 0.238 -0.60
C 0.351 -0.223 0.187 -0.11
C 1.135 -1.207 -0.394 0.13
O 2.436 -0.957 -0.423 -0.50
C 2.613 0.325 0.289 -0.06
C 1.203 0.952 0.245 -0.47
H -1.104 2.031 -0.494 0.21
H -2.640 1.309 -0.475 0.21
H -1.555 0.865 -1.709 0.21
H -1.154 0.497 1.484 0.21
H -1.928 -1.487 -0.837 0.21
H -2.801 -1.360 0.658 0.21
H -1.216 -2.265 0.660 0.21
H 0.817 -2.213 -0.504 0.19
H 3.311 0.834 -0.366 0.20
H 2.944 0.104 1.334 0.18
H 1.074 1.749 0.954 0.22
H 1.038 1.443 -0.745 0.20
```

=====

[7]
Entry from the OMol25 dataset: C7H12O2 as an isolated structure in a non-equilibrium geometry (ωB97M-V with the def2-TZVPD basis set).

Frontier orbital gap ... 8.85 eV
LUMO level ... 0.65 eV
HOMO level ... -8.20 eV
Charge ... 0

The geometry in XYZ format:
```
21
Properties=species:S:1:pos:R:3:nbo_charge:R:1
C 2.406 0.084 -0.552 -0.05
C 1.956 -0.368 0.853 -0.11
C 0.168 -1.330 -0.164 0.14
C -1.058 -0.957 -0.804 -0.28
C -1.918 0.281 -0.667 -0.27
C -1.934 0.956 0.633 -0.44
C -3.093 0.208 0.213 -0.43
H 1.406 1.794 0.459 0.46
H 1.894 -0.267 -1.306 0.18
H 3.609 -0.525 -0.710 0.15
H 2.005 0.618 1.532 0.21
H 2.645 -1.268 1.046 0.19
H 0.795 -2.259 -0.405 0.16
H -1.181 -1.743 -1.490 0.20
H -1.861 0.880 -1.754 0.24
H -1.887 2.082 0.761 0.21
H -1.370 0.538 1.462 0.23
H -3.976 0.571 -0.441 0.23
H -3.297 -0.729 0.979 0.23
O 2.174 1.599 -0.491 -0.73
O 0.583 -0.715 0.841 -0.53
```

=====

[8]
Entry from the OMol25 dataset: one molecule with the formula C7H12O2 in a non-equilibrium geometry (ωB97M-V with the def2-TZVPD basis set).

Frontier orbital gap ... 10.10 eV
LUMO level ... 0.81 eV
HOMO level ... -9.29 eV
Charge ... 0
SMILES ... C=C(C)C(=C)CC(O)O

The geometry in XYZ format:
```
21
Properties=species:S:1:pos:R:3:nbo_charge:R:1
C 2.540 0.922 0.374 -0.43
C 1.612 0.311 -0.367 0.02
C 1.922 -0.460 -1.614 -0.66
C -0.019 0.499 0.014 -0.01
C -0.657 1.593 -0.375 -0.42
C -0.286 -0.644 0.865 -0.47
C -2.010 -0.913 0.944 0.38
O -2.767 0.193 1.372 -0.74
O -2.504 -1.380 -0.288 -0.73
H 2.289 1.437 1.297 0.20
H 3.590 0.932 0.089 0.20
H 1.365 -0.061 -2.468 0.22
H 2.986 -0.412 -1.876 0.22
H 1.655 -1.516 -1.500 0.22
H -1.676 1.794 -0.059 0.22
H -0.152 2.369 -0.942 0.21
H 0.052 -0.476 1.890 0.24
H 0.076 -1.587 0.449 0.23
H -2.134 -1.723 1.670 0.13
H -3.678 -0.127 1.488 0.48
H -2.205 -0.750 -0.963 0.48
```

=====

[9]
Entry from the OMol25 dataset: a 2-piece molecular cluster, C7H12O3 overall in a non-equilibrium geometry (ωB97M-V with the def2-TZVPD basis set).

Frontier orbital gap ... 6.21 eV
LUMO level ... -0.27 eV
HOMO level ... -6.48 eV
Charge ... 0

The geometry in XYZ format:
```
22
Properties=species:S:1:pos:R:3:nbo_charge:R:1
C -0.273 -1.239 2.004 -0.72
C -0.615 -0.370 0.867 0.65
C -1.175 -0.778 -1.215 -0.36
C -0.845 0.674 -1.163 -0.28
C -1.642 1.405 -0.111 -0.08
O -1.450 0.609 1.093 -0.44
C 0.112 -0.225 -0.385 -0.13
C 1.441 -0.877 -0.760 -0.03
O 1.631 -2.145 -0.446 -0.88
H -0.854 -2.168 1.890 0.27
H 0.791 -1.497 1.961 0.31
H -0.538 -0.770 2.957 0.24
H -0.835 -1.362 -2.071 0.27
H -2.175 -1.100 -0.912 0.23
H -0.485 1.215 -2.038 0.26
H -1.257 2.407 0.108 0.21
H -2.720 1.444 -0.304 0.21
H 1.575 -0.627 -1.844 0.11
H 2.253 -0.058 -0.238 0.15
O 2.617 1.686 0.486 -0.93
H 2.893 2.291 -0.208 0.47
H 1.552 1.486 0.330 0.47
```

=====

[10]
Entry from the OMol25 dataset: C7H12O4Rb as an isolated structure in a non-equilibrium geometry (ωB97M-V with the def2-TZVPD basis set).

Frontier orbital gap ... 3.46 eV
LUMO level ... 0.82 eV
HOMO level ... -2.63 eV
Charge ... -1

The geometry in XYZ format:
```
24
Properties=species:S:1:pos:R:3:nbo_charge:R:1
C -0.684 0.204 -1.639 -0.61
C -1.217 1.447 -2.308 -0.09
O -2.663 1.368 -2.431 -0.80
Rb -4.183 -0.548 -1.008 0.81
H 0.412 0.211 -1.718 0.22
H -3.028 2.229 -2.653 0.47
H -0.785 -0.700 -2.263 0.18
H -0.812 1.575 -3.325 0.15
H -0.986 2.351 -1.719 0.17
O 4.487 -2.198 0.734 -0.79
C 3.752 -1.656 1.585 0.94
O 4.074 -0.877 2.503 -0.81
O 2.399 -1.848 1.344 -0.59
C 1.509 -0.773 1.607 -0.04
C 0.213 -1.014 0.854 -0.48
C -0.481 0.268 0.424 -0.07
C -1.680 0.653 1.142 -0.90
H 1.967 0.181 1.300 0.17
H 1.315 -0.709 2.689 0.16
H -0.456 -1.611 1.496 0.19
H 0.408 -1.637 -0.035 0.22
H 0.245 1.101 0.352 0.16
H -2.051 1.659 0.881 0.16
H -1.755 0.325 2.188 0.19
```

=====

[11]
Entry from the OMol25 dataset: one molecule with the formula C7H12P2 in a non-equilibrium geometry (ωB97M-V with the def2-TZVPD basis set).

Frontier orbital gap ... 7.80 eV
LUMO level ... -0.05 eV
HOMO level ... -7.84 eV
Charge ... 0
SMILES ... CC1=PC(C)=P(C)=C1C

The geometry in XYZ format:
```
21
Properties=species:S:1:pos:R:3:nbo_charge:R:1
C 1.199 2.572 -0.322 -0.66
C 0.302 1.436 -0.441 -0.35
P 0.033 0.583 -1.985 0.68
C -0.828 -0.753 -1.355 -0.70
C -1.286 -1.917 -2.251 -0.64
P -1.115 -0.775 0.450 0.83
C 0.225 -1.981 0.939 -0.87
C -0.095 0.673 0.797 -0.27
C 0.011 1.195 2.140 -0.68
H 2.215 2.152 -0.403 0.22
H 1.183 3.093 0.639 0.22
H 1.164 3.283 -1.110 0.22
H -2.194 -2.260 -2.033 0.21
H -0.567 -2.783 -2.275 0.21
H -1.281 -1.535 -3.283 0.22
H 1.141 -1.808 0.437 0.23
H -0.241 -2.933 0.485 0.22
H 0.150 -2.086 1.982 0.23
H -0.746 2.054 2.346 0.24
H 1.076 1.407 2.422 0.23
H -0.344 0.382 2.822 0.22
```

=====

[12]
Entry from the OMol25 dataset: C7H12S as an isolated structure in a non-equilibrium geometry (ωB97M-V with the def2-TZVPD basis set).

Frontier orbital gap ... 9.38 eV
LUMO level ... 0.94 eV
HOMO level ... -8.44 eV
Charge ... 0

The geometry in XYZ format:
```
20
Properties=species:S:1:pos:R:3:nbo_charge:R:1
C 2.272 -0.002 -0.686 -0.59
C 0.920 -0.006 0.085 -0.22
C 0.127 1.291 -0.175 -0.42
C -1.384 1.108 0.057 -0.29
C -1.625 -0.002 1.100 -0.43
C -1.368 -1.090 0.066 -0.29
C 0.125 -1.301 -0.180 -0.42
H 2.822 -0.888 -0.425 0.21
H 2.863 0.916 -0.430 0.21
H 2.109 -0.046 -1.716 0.20
H 1.145 0.055 1.157 0.19
H 0.267 1.662 -1.197 0.21
H 0.542 2.132 0.483 0.21
H -1.939 2.033 0.199 0.22
H -2.724 -0.047 1.434 0.22
H -1.017 -0.019 1.967 0.20
H -1.860 -2.073 0.209 0.22
H 0.495 -2.090 0.525 0.21
H 0.313 -1.630 -1.231 0.22
S -2.082 -0.004 -1.242 0.13
```

=====

Question: What is the HOMO level in the eleventh record?
Answer: -7.84 eV